[1]
Below is a molecular structure, C46H48AsN3ORu, with properties calculated with wB97M-V/def2-TZVPD.

Last column: Mulliken spin population.
Positions of all 100 atoms, in Å:
1 Ru -0.68872 -0.61908 0.11468  2.92
2 N 0.35883 2.97270 1.10778  0.05
3 N -2.04335 1.46579 0.72703  0.13
4 C -0.75360 -2.69523 -0.65855  -0.05
5 C -0.83507 -2.70494 0.78147  0.37
6 C 0.35483 -2.06820 1.29641  -0.55
7 C 0.66898 -1.82685 2.72440  0.09
8 H -0.24186 -1.70740 3.32410  -0.02
9 H 1.27560 -0.89584 2.80970  -0.03
10 H 1.26168 -2.66473 3.11422  0.00
11 C 1.20603 -1.73934 0.16521  0.36
12 C 2.58271 -1.19545 0.26533  0.03
13 H 3.28982 -1.96647 0.60935  0.01
14 H 2.58966 -0.38726 1.01910  0.03
15 H 2.91513 -0.81305 -0.70735  -0.01
16 C 0.49789 -2.09759 -1.03588  0.23
17 C 0.96093 -1.91654 -2.44176  0.04
18 H 1.93157 -1.41905 -2.46363  0.00
19 H 0.24159 -1.32802 -3.02711  -0.02
20 H 1.06284 -2.88564 -2.94523  0.01
21 C -1.90346 -3.33344 1.62813  0.04
22 H -1.52017 -4.24364 2.12918  0.00
23 H -2.77670 -3.59648 1.02115  0.00
24 H -2.25199 -2.62548 2.39263  0.01
25 C -1.71780 -3.30830 -1.61991  0.02
26 H -2.05506 -2.55707 -2.34439  -0.02
27 H -2.59174 -3.70626 -1.10021  0.00
28 H -1.23963 -4.11678 -2.19441  0.00
29 C 1.22888 3.92487 1.41217  -0.02
30 H 1.71244 4.44248 0.57948  0.00
31 C 1.55232 4.24311 2.73475  0.04
32 H 2.29556 5.02667 2.92416  0.00
33 C 0.94067 3.48907 3.75611  0.03
34 H 1.11036 3.75433 4.80875  -0.02
35 C 0.14443 2.38509 3.40931  0.03
36 H -0.35584 1.77174 4.16392  -0.01
37 C -0.10762 2.12430 2.03404  -0.02
38 C -1.04519 1.00932 1.67405  0.14
39 H -1.54677 0.60036 2.55571  -0.04
40 C -1.76893 0.83021 -0.45539  0.02
41 C -3.38458 1.86609 0.72812  -0.02
42 H -3.83779 2.29940 1.60094  0.00
43 C -3.85748 1.65616 -0.52570  0.04
44 H -4.82442 1.85335 -0.96219  0.02
45 N -2.81776 1.10830 -1.28448  0.14
46 C -2.69054 0.79324 -2.66434  0.01
47 C -3.51742 -0.17355 -3.24685  0.02
48 C -3.20719 -0.58234 -4.55227  0.00
49 H -3.82450 -1.35051 -5.03593  0.00
50 C -2.12378 -0.02090 -5.24000  0.00
51 C -1.83053 -0.40315 -6.65826  0.00
52 H -0.82523 -0.84170 -6.71549  0.00
53 H -1.85239 0.47025 -7.32559  0.00
54 H -2.56762 -1.13738 -7.00215  0.00
55 C -1.26994 0.88013 -4.58352  0.02
56 H -0.40215 1.28949 -5.10163  0.00
57 C -1.52096 1.27438 -3.27024  -0.07
58 C -0.58778 2.22152 -2.57397  -0.01
59 H -1.09060 3.14576 -2.25198  0.00
60 H 0.18781 2.50824 -3.29463  0.00
61 H -0.07382 1.78960 -1.69764  0.03
62 C -4.63783 -0.79116 -2.46643  -0.01
63 H -5.35866 -0.03835 -2.11779  0.00
64 H -4.28489 -1.34981 -1.58407  0.01
65 H -5.17429 -1.50123 -3.11003  0.00
66 O 2.44862 0.48419 2.80956  0.07
67 As 3.78660 0.41737 3.85031  0.10
68 C 4.65109 -1.29392 3.47478  0.05
69 C 3.97639 -2.49364 3.72337  0.01
70 C 4.48906 -3.68956 3.20914  -0.03
71 C 5.71853 -3.69829 2.54382  0.06
72 C 6.41992 -2.50334 2.35301  -0.01
73 C 5.86775 -1.28825 2.77942  0.01
74 C 4.98951 1.84212 3.23529  -0.03
75 C 5.94856 2.40095 4.09227  0.07
76 C 6.81503 3.38758 3.59958  0.02
77 C 6.81456 3.70216 2.23771  0.00
78 C 5.88478 3.10847 1.38262  0.00
79 C 4.89887 2.26384 1.90541  0.02
80 C 3.06255 0.76443 5.60548  0.21
81 C 2.51819 -0.29629 6.33884  0.07
82 C 1.80913 -0.02404 7.51472  -0.10
83 C 1.63575 1.29722 7.94588  0.31
84 C 2.20867 2.34806 7.22065  -0.08
85 C 2.94718 2.08234 6.06188  0.08
86 H 3.04816 -2.49057 4.29365  0.04
87 H 3.91816 -4.60750 3.33053  0.00
88 H 6.13108 -4.63696 2.16767  0.01
89 H 7.38917 -2.50339 1.85162  0.00
90 H 6.37517 -0.34385 2.56656  -0.01
91 H 6.01115 2.08364 5.13600  -0.01
92 H 7.49729 3.89375 4.28382  0.00
93 H 7.53485 4.41734 1.84452  0.00
94 H 5.91303 3.30027 0.31291  0.00
95 H 4.05559 1.92466 1.30366  0.01
96 H 2.64752 -1.32222 5.99477  0.05
97 H 1.39198 -0.85124 8.09095  -0.01
98 H 1.05380 1.50446 8.84785  0.05
99 H 2.08299 3.37793 7.55759  -0.01
100 H 3.41866 2.89460 5.50986  0.04

Cartesian forces, eV/Å:
Ru -0.60 1.20 -1.10
N -0.06 -1.09 -1.13
N -1.11 -1.18 -1.59
C 0.64 -0.48 0.10
C 0.84 -0.25 0.33
C 0.92 -1.84 -0.32
C 0.35 0.16 0.21
H 0.14 -0.11 -0.07
H -0.34 -0.60 0.17
H -0.19 0.09 0.14
C -0.29 -1.29 0.51
C 0.12 0.48 0.10
H -0.15 0.12 -0.11
H 0.23 -0.22 -0.25
H 0.07 -0.03 0.22
C 0.50 -1.37 0.47
C -0.11 -0.03 -0.13
H -0.10 0.01 -0.10
H 0.13 0.01 0.01
H 0.04 0.06 0.01
C -0.04 0.13 0.06
H -0.24 0.39 -0.18
H 0.14 -0.07 0.14
H 0.12 -0.28 -0.04
C -0.01 0.21 -0.29
H -0.08 -0.17 -0.02
H 0.04 -0.02 -0.13
H -0.16 0.10 0.18
C 0.16 -0.06 1.18
H -0.30 0.04 0.15
C 0.07 -0.24 -0.36
H -0.43 -0.27 0.13
C -0.23 -0.49 -0.21
H -0.11 -0.27 -0.51
C 0.46 0.84 -0.20
H 0.41 0.19 -0.15
C -0.62 0.49 1.34
C 0.34 1.42 1.95
H 0.23 0.12 0.08
C -1.82 3.55 -0.66
C 0.88 0.06 0.06
H -0.15 0.03 -0.03
C -0.02 0.27 -0.30
H 0.11 0.16 0.13
N -0.41 -0.37 0.53
C 0.26 -0.61 0.43
C 0.53 0.26 -0.36
C 0.00 0.38 0.07
H 0.23 0.35 0.15
C 0.08 0.10 0.46
C 0.09 -0.20 -0.16
H -0.23 0.02 -0.16
H -0.04 -0.23 0.15
H 0.23 0.13 -0.11
C -0.60 -0.25 0.13
H -0.16 -0.15 0.07
C -0.28 0.08 -0.54
C 0.64 0.39 -0.30
H 0.06 -0.36 0.08
H -0.09 0.08 0.10
H -0.39 0.22 -0.39
C -0.43 -0.30 -0.07
H 0.18 -0.26 -0.08
H 0.04 0.29 -0.23
H 0.05 0.16 0.19
O 1.27 0.23 0.30
As -1.38 0.65 0.25
C -0.10 0.74 -0.08
C 0.25 -0.39 -0.14
C 0.08 0.42 0.25
C -0.02 -0.07 -0.03
C -0.22 0.44 0.10
C 0.16 -0.65 -0.02
C 0.10 0.04 0.48
C 0.05 0.26 -0.48
C -0.17 -0.24 0.08
C -0.08 -0.18 0.07
C -0.23 0.00 0.32
C 0.27 -0.11 0.10
C 1.26 -0.45 -1.88
C -0.84 -0.54 1.38
C 0.58 -0.47 -0.87
C -0.52 -0.04 0.76
C 0.88 0.09 -0.98
C -0.52 1.01 1.17
H 0.19 -0.03 -0.34
H 0.16 0.08 0.04
H -0.14 0.27 0.11
H -0.28 -0.04 0.06
H -0.12 -0.32 0.10
H -0.10 0.05 -0.29
H -0.08 -0.17 -0.22
H -0.10 -0.14 0.07
H -0.10 0.19 0.17
H 0.27 -0.15 0.06
H -0.14 0.22 0.18
H 0.04 0.18 -0.15
H 0.19 -0.06 -0.28
H 0.06 -0.20 -0.09
H -0.23 -0.09 0.06

Results
Total charge ... -1
Gap between HOMO and LUMO (alpha / beta) ... 2.645 / 6.604 eV
Spin multiplicity ... 6
⟨S²⟩ ... 8.787
Energy ... -4351.57931 Ha
Highest occupied orbital energy (alpha / beta) ... -0.35 / -4.84 eV



[2]
Below is a molecular structure, C46H48N3P2PdSi2, with properties calculated with wB97M-V/def2-TZVPD.

Last column: Löwdin charge in e.
Positions of all 102 atoms, in Å:
1 Pd -0.77781 -0.04232 0.01055  1.07
2 C -2.65046 -1.08740 3.69488  -0.16
3 Si -1.32312 0.21344 3.47704  0.36
4 C -2.13255 1.89545 3.30214  -0.16
5 C -0.17946 0.21922 4.96229  -0.16
6 N -0.37013 -0.15635 2.06537  -0.31
7 P 1.19906 -0.31117 1.74913  0.70
8 C 1.18122 -0.03601 0.04831  -0.43
9 P 1.29295 -0.34267 -1.63075  0.70
10 N -0.27347 -0.36103 -1.99823  -0.31
11 Si -1.17513 -0.12889 -3.47912  0.36
12 C -0.48984 -1.27621 -4.79460  -0.16
13 C -1.06985 1.64697 -4.06508  -0.16
14 C -2.96711 -0.57046 -3.16828  -0.15
15 C 2.22678 0.97987 -2.43677  -0.29
16 C 2.49520 2.16892 -1.76402  -0.08
17 C 3.13831 3.21164 -2.41662  -0.07
18 C 3.51504 3.07647 -3.74266  -0.06
19 C 3.26622 1.88743 -4.41832  -0.06
20 C 2.63284 0.84584 -3.76508  -0.10
21 C 2.12039 -1.86633 -2.06959  -0.30
22 C 1.38738 -3.05137 -2.11526  -0.08
23 C 2.03192 -4.25870 -2.31882  -0.06
24 C 3.41312 -4.29220 -2.46696  -0.07
25 C 4.15103 -3.11854 -2.41327  -0.07
26 C 3.50672 -1.90787 -2.21190  -0.08
27 C 2.19647 0.94208 2.57670  -0.29
28 C 3.23545 0.63940 3.44754  -0.07
29 C 3.94387 1.65828 4.07472  -0.06
30 C 3.60504 2.97930 3.83890  -0.06
31 C 2.55778 3.28834 2.97553  -0.07
32 C 1.85624 2.27672 2.34968  -0.10
33 C 1.84809 -1.92365 2.17620  -0.30
34 C 3.07536 -2.32177 1.64054  -0.09
35 C 3.55367 -3.59671 1.87551  -0.07
36 C 2.80918 -4.48111 2.64868  -0.07
37 C 1.58775 -4.09639 3.17454  -0.06
38 C 1.09979 -2.81886 2.93181  -0.07
39 H -3.21207 -0.89956 4.61160  0.04
40 H -2.22607 -2.09058 3.76552  0.03
41 H -3.36084 -1.09203 2.86808  0.02
42 H -2.71945 2.11548 4.19644  0.04
43 H -2.80825 1.95596 2.45018  0.01
44 H -1.38350 2.68373 3.19731  0.03
45 H -0.75112 0.27444 5.89032  0.04
46 H 0.49586 1.07622 4.93431  0.03
47 H 0.43283 -0.68486 5.01499  0.03
48 H 0.52307 -1.01237 -5.09575  0.02
49 H -1.10446 -1.23586 -5.69475  0.04
50 H -0.47656 -2.31053 -4.44829  0.03
51 H -0.03552 1.94818 -4.25072  0.02
52 H -1.48293 2.33066 -3.32115  0.02
53 H -1.62979 1.78922 -4.99121  0.04
54 H -3.07822 -1.54954 -2.70023  0.03
55 H -3.49243 -0.59738 -4.12570  0.04
56 H -3.47408 0.16891 -2.54759  0.02
57 H 2.20603 2.27132 -0.72694  0.08
58 H 3.35132 4.12910 -1.88390  0.11
59 H 4.01223 3.89249 -4.24951  0.11
60 H 3.57372 1.77307 -5.44882  0.11
61 H 2.46643 -0.08529 -4.29232  0.10
62 H 0.30688 -3.01689 -2.00958  0.09
63 H 1.46185 -5.17686 -2.36469  0.11
64 H 3.91524 -5.23660 -2.62748  0.11
65 H 5.22487 -3.14612 -2.53784  0.11
66 H 4.08435 -0.99228 -2.17624  0.11
67 H 3.48856 -0.39169 3.65354  0.11
68 H 4.75041 1.41740 4.75337  0.11
69 H 4.15205 3.77258 4.33031  0.11
70 H 2.28959 4.32206 2.79911  0.11
71 H 1.03576 2.51744 1.68085  0.09
72 H 3.64796 -1.63860 1.02223  0.11
73 H 4.50138 -3.90630 1.45675  0.11
74 H 3.18278 -5.47967 2.83378  0.11
75 H 1.01226 -4.79116 3.77130  0.11
76 H 0.13799 -2.51237 3.32929  0.08
77 C -2.92000 -3.66983 0.35138  -0.06
78 C -4.24205 -3.25855 0.33142  -0.06
79 C -4.55106 -1.91464 0.20957  -0.01
80 C -3.51837 -0.98630 0.10862  -0.22
81 C -2.19124 -1.41785 0.11983  -0.18
82 C -1.87436 -2.75887 0.24870  -0.08
83 C -3.69037 0.45295 -0.02368  -0.24
84 C -4.94195 1.10267 -0.02097  0.03
85 C -4.95794 2.45883 -0.15681  0.03
86 C -3.75244 3.17390 -0.30487  -0.15
87 C -3.73023 4.58741 -0.45400  -0.01
88 C -2.54283 5.24568 -0.59877  -0.06
89 C -1.32751 4.52150 -0.60317  -0.05
90 C -1.31972 3.16409 -0.45627  -0.03
91 C -2.54425 2.46797 -0.30195  -0.20
92 N -2.54716 1.10033 -0.15139  0.06
93 H -2.69371 -4.72460 0.44919  0.11
94 H -5.03873 -3.98479 0.41033  0.11
95 H -5.58484 -1.59623 0.19747  0.11
96 H -0.84297 -3.08898 0.27647  0.10
97 H -5.85461 0.54054 0.09643  0.12
98 H -5.89756 2.99654 -0.14976  0.13
99 H -4.66706 5.12789 -0.45461  0.12
100 H -2.52642 6.32028 -0.71302  0.11
101 H -0.39286 5.04978 -0.73600  0.11
102 H -0.38585 2.61519 -0.48541  0.08

Cartesian forces, eV/Å:
Pd -0.12 0.61 -0.13
C 0.09 0.05 -0.01
Si -0.04 0.03 -0.03
C 0.12 -0.09 0.09
C 0.00 -0.01 -0.08
N 0.17 0.08 0.01
P 0.04 0.35 -0.03
C -0.40 -0.34 0.37
P 0.20 0.26 -0.26
N 0.03 0.05 -0.21
Si -0.06 -0.01 0.03
C -0.01 0.04 0.12
C 0.07 -0.06 0.07
C 0.09 0.03 -0.09
C 0.09 -0.04 0.09
C -0.05 -0.01 -0.02
C -0.03 0.03 0.08
C 0.00 -0.04 -0.07
C 0.03 0.11 0.04
C -0.06 -0.18 -0.04
C 0.12 -0.21 0.08
C -0.18 0.09 -0.05
C 0.10 -0.08 0.01
C -0.04 -0.02 0.02
C -0.04 -0.01 -0.01
C 0.03 0.03 0.00
C 0.03 -0.10 -0.03
C 0.05 -0.07 0.05
C -0.08 -0.04 -0.02
C -0.02 0.02 -0.02
C 0.03 0.10 0.05
C -0.05 0.03 -0.12
C 0.09 -0.20 -0.15
C -0.04 0.08 -0.04
C 0.00 -0.05 0.06
C 0.07 -0.07 -0.04
C -0.05 0.03 0.02
C -0.06 0.09 0.10
H -0.02 0.01 0.05
H 0.02 -0.03 0.01
H -0.02 0.01 -0.07
H -0.01 0.02 0.04
H -0.05 -0.04 -0.09
H 0.02 0.01 -0.02
H -0.05 0.02 0.01
H 0.02 0.02 0.01
H 0.00 0.00 -0.01
H 0.10 0.02 0.01
H -0.08 0.03 -0.02
H 0.00 -0.04 0.01
H -0.01 -0.01 0.00
H -0.03 0.03 0.05
H -0.02 -0.03 -0.03
H 0.02 -0.03 0.01
H 0.00 -0.01 -0.03
H 0.02 0.02 -0.03
H -0.02 0.00 0.10
H 0.00 0.01 0.00
H 0.01 0.00 -0.01
H 0.00 -0.01 -0.01
H -0.04 -0.03 -0.01
H 0.08 0.03 0.01
H -0.02 0.00 0.00
H 0.00 -0.02 -0.01
H 0.02 0.01 0.01
H 0.01 0.01 0.01
H 0.03 -0.05 -0.02
H 0.01 -0.02 0.00
H 0.00 0.02 0.00
H 0.00 0.00 0.00
H -0.01 -0.02 0.02
H -0.01 0.02 0.00
H 0.02 0.00 -0.01
H 0.01 0.00 0.00
H -0.02 0.00 0.00
H 0.05 -0.05 -0.06
C 0.20 -0.30 0.02
C -0.20 0.09 -0.02
C 0.18 -0.04 0.03
C 0.11 -0.04 0.02
C 0.04 -0.64 0.10
C -0.10 0.37 -0.04
C -0.21 -0.26 0.08
C 0.19 0.39 -0.02
C -0.24 -0.27 0.05
C -0.17 0.63 -0.07
C 0.19 -0.17 0.00
C 0.00 -0.08 0.03
C -0.14 0.04 -0.01
C -0.10 -0.06 -0.03
C 0.53 -0.47 0.02
N -0.34 0.52 0.05
H 0.01 0.01 0.01
H 0.01 -0.04 0.01
H 0.00 0.01 -0.01
H 0.00 -0.02 0.01
H 0.00 -0.05 -0.01
H 0.00 0.05 -0.01
H -0.04 0.00 0.01
H 0.00 0.02 -0.01
H 0.01 0.02 0.01
H -0.03 -0.05 0.02

Results
Total charge ... +1
Gap between HOMO and LUMO (alpha / beta) ... 7.427 / 7.427 eV
Spin multiplicity ... 1
Energy ... -3335.47296 Ha
Highest occupied orbital energy (alpha / beta) ... -10.63 / -10.63 eV